This record from the OMol25 dataset describes the molecule C6H13N. The level of theory is ωB97M-V/def2-TZVPD.

Structure (ORCA input):
```
! wB97M-V def2-TZVPD RIJCOSX def2/J DEFGRID3
* xyz 0 1
C 0.4829 0.9431 -1.9584
N -0.5381 0.5696 -1.0016
C -0.2348 0.2577 0.4471
C -0.7228 -1.0892 0.8511
C 0.0282 -1.6807 2.0703
C -0.0801 -2.8985 2.6437
C 0.4943 2.4259 -2.1565
H 1.5609 0.7296 -1.5945
H 0.3028 0.3757 -2.9524
H -1.0284 1.4825 -0.8080
H -0.6018 0.9667 1.2092
H 0.8670 0.1348 0.4946
H -0.6352 -1.7853 -0.0837
H -1.7571 -1.1280 1.1067
H 0.7090 -0.9284 2.4929
H 0.7735 -3.3867 3.0189
H -0.9211 -3.5265 2.6387
H 1.2202 2.8661 -2.7047
H 0.5435 2.8502 -1.1224
H -0.4632 2.8210 -2.5909
*
```

**Structure (SMILES)**: C=CCCNCC
**Largest force on an atom**: 4.26 eV Å⁻¹
**E_HOMO**: -8.9 eV
**Relative energy (zero: lowest compared OMol25 entry of this formula, charge and spin)**: 2.7474 eV
**DFT total energy**: -291.05778 a.u.

This record from the OMol25 dataset describes the molecule C6H13N. The level of theory is ωB97M-V/def2-TZVPD.

Structure (ORCA input):
```
! wB97M-V def2-TZVPD RIJCOSX def2/J DEFGRID3
* xyz 0 1
C -1.4720 1.7118 0.5011
C -0.5703 0.5111 0.6930
N -0.6830 -0.4101 -0.4036
C -1.1598 -1.7445 -0.1478
C 0.6453 0.0800 -0.1080
C 1.6479 -0.9097 0.4653
C 1.2710 0.9704 -1.1627
H -2.4515 1.3162 0.1994
H -1.6052 2.3007 1.4121
H -1.1367 2.3604 -0.3132
H -0.5811 0.0972 1.7098
H -0.9462 -2.3797 -1.0114
H -0.7722 -2.2237 0.7659
H -2.2472 -1.6637 -0.0424
H 2.5952 -0.4260 0.7249
H 1.2759 -1.4391 1.3456
H 1.8759 -1.6646 -0.3005
H 0.5219 1.6052 -1.6425
H 1.7374 0.3425 -1.9336
H 2.0546 1.6081 -0.7297
*
```

**Structure (SMILES)**: C[C@H]1N(C)C1(C)C
**Largest force on an atom**: 0.29 eV Å⁻¹
**E_HOMO**: -8.7 eV
**Relative energy (zero: lowest compared OMol25 entry of this formula, charge and spin)**: 0.9924 eV
**DFT total energy**: -291.12228 a.u.

This record from the OMol25 dataset describes the molecule C6H13N. The level of theory is ωB97M-V/def2-TZVPD.

Structure (ORCA input):
```
! wB97M-V def2-TZVPD RIJCOSX def2/J DEFGRID3
* xyz 0 1
C -0.6468 2.4121 0.9162
C -0.0611 1.2732 0.0799
C -0.8569 -0.0067 0.3196
N -0.5238 -1.1294 -0.5836
C -1.3786 -1.3137 -1.6042
C 0.5573 -1.8734 -0.3470
C 1.7435 -1.4631 0.4654
H -0.6909 2.1418 1.9784
H -1.6663 2.6556 0.5945
H -0.0443 3.3215 0.8317
H -0.0974 1.5217 -0.9869
H 0.9923 1.1240 0.3409
H -1.9179 0.2039 0.1638
H -0.7328 -0.3555 1.3492
H -1.1398 -2.0957 -2.3145
H -2.3918 -0.9538 -1.4972
H 0.6426 -2.7453 -0.9872
H 2.2818 -2.3637 0.7796
H 2.4650 -0.8472 -0.0985
H 1.4900 -0.9109 1.3777
*
```

**Largest force on an atom**: 0.23 eV Å⁻¹
**E_HOMO**: -6.3 eV
**Relative energy (zero: lowest compared OMol25 entry of this formula, charge and spin)**: 2.2041 eV
**DFT total energy**: -291.07775 a.u.

This record from the OMol25 dataset describes the molecule C6H13N. The level of theory is ωB97M-V/def2-TZVPD.

Structure (ORCA input):
```
! wB97M-V def2-TZVPD RIJCOSX def2/J DEFGRID3
* xyz 0 1
C 2.0979 -0.0122 1.0625
C 1.2908 1.2801 1.0276
C -0.2000 1.1587 1.2869
C -0.9947 0.6814 0.0500
N -1.6247 -2.3203 -2.1657
C -1.6312 -1.0265 -1.5653
C -0.8910 -0.7349 -0.5025
H 3.1618 0.1928 0.9413
H 2.0092 -0.4767 2.0467
H 1.8975 -0.7634 0.3027
H 1.7610 1.9705 1.7357
H 1.5362 1.8078 0.0972
H -0.6287 2.1526 1.4198
H -0.4416 0.4766 2.1038
H -2.0495 0.8265 0.3397
H -1.0264 1.4843 -0.7003
H -0.8004 -2.8346 -1.8631
H -1.5347 -2.3395 -3.1745
H -1.9273 -0.3013 -2.3103
H -0.0041 -1.2218 -0.1322
*
```

**Structure (SMILES)**: CCCC/C=C/N
**Largest force on an atom**: 3.04 eV Å⁻¹
**E_HOMO**: -8.0 eV
**Relative energy (zero: lowest compared OMol25 entry of this formula, charge and spin)**: 1.4725 eV
**DFT total energy**: -291.10464 a.u.

no.,gap between HOMO and LUMO (eV),lowest unoccupied orbital energy (Eh)
1,10.00,0.0409
2,9.82,0.0401
3,7.35,0.0381
4,9.20,0.0422